[1]
C48H44ClF5N5O2PSn | ωB97M-V with the def2-TZVPD basis set

- Multiplicity: 1
- Largest force on an atom: 1.2 eV Å⁻¹
- LUMO energy (alpha / beta): -0.10 / -0.47 eV
- Total charge: 0
- Kohn-Sham gap (alpha / beta): 7.0 / 4.9 eV

```
107
Properties=species:S:1:pos:R:3:forces:R:3:lowdin_charge:R:1
C -1.6204 4.1005 1.3655 0.0 0.0 -0.1 -0.111
C -1.5432 -3.3994 -4.0729 -0.1 0.2 -0.4 -0.062
H -5.8181 -2.2288 -1.8090 0.0 0.0 0.0 0.104
C -0.8663 -4.3986 0.8002 0.0 0.2 0.0 -0.093
H 1.6790 3.3963 1.5994 0.0 0.0 0.0 0.102
C -3.6659 2.6811 5.2233 0.0 0.0 0.0 -0.088
C -4.7911 -1.9417 -1.6187 0.1 0.0 0.0 -0.086
C 0.8426 5.0335 0.5020 0.0 0.0 0.0 -0.082
H -2.8434 -0.1085 0.4293 0.0 0.1 0.1 0.098
C -0.7682 3.0910 -3.0914 -0.1 0.2 -0.3 -0.317
H 1.1181 3.8678 -3.7682 0.0 0.0 0.0 0.114
H 1.8062 5.3716 0.1409 0.0 0.0 0.0 0.104
H -4.3644 1.4174 6.8099 0.0 0.0 0.0 0.099
C 0.8216 -3.8090 -4.2030 0.0 0.1 -0.3 -0.098
C 2.2197 0.1068 2.4109 0.1 0.1 -0.2 -0.637
O 2.6450 -1.0226 2.7216 -0.3 -0.1 -0.1 -0.017
H -5.2458 -0.5946 0.0249 0.0 0.0 0.0 0.096
C 1.3264 -4.7530 -0.3725 0.0 0.3 0.0 -0.088
H 1.6833 -4.2327 -4.7006 0.0 0.0 0.1 0.097
H 0.4414 -1.6574 2.1461 0.0 0.0 0.1 0.047
H -2.3021 5.6310 -5.6514 0.0 0.0 0.0 0.101
C 3.9558 0.1617 -4.0834 0.0 0.0 -0.1 -0.153
C -2.7079 4.0964 -4.2063 0.0 0.1 -0.1 -0.120
C 2.8668 -0.0767 -3.2657 -0.2 0.0 0.1 -0.283
C -2.4307 -2.0998 -2.1270 0.2 0.0 -0.1 -0.265
N -0.7894 -4.7332 -1.6789 0.4 -0.6 0.6 0.209
H -0.8882 -5.4571 1.0817 -0.1 0.0 0.0 0.125
C -1.6815 1.9529 4.0483 -0.2 -0.3 -0.2 -0.377
C 3.2771 2.2375 5.3445 0.1 -0.1 0.0 -0.075
H -4.4571 3.4096 5.3528 0.0 0.0 0.0 0.101
H 1.2914 -5.8160 -0.1062 0.0 0.0 -0.1 0.128
C -0.4917 4.8256 -4.7965 0.0 0.1 -0.1 -0.092
H 0.8693 2.2139 -2.0022 0.0 0.0 -0.1 0.058
H 1.8533 -4.6444 -1.3260 0.0 -0.1 0.0 0.115
N -2.1394 -1.2781 -1.0874 0.0 0.0 0.1 0.056
H 0.1622 5.4474 -5.3951 0.0 0.0 0.0 0.103
C 2.1936 3.0880 5.5023 0.0 0.2 0.1 -0.078
H 2.5522 -2.0291 1.1129 0.0 0.0 0.0 0.042
H -3.7818 4.1440 -4.3284 0.0 0.0 0.0 0.101
H -0.0059 -3.1077 -0.6340 -0.2 -0.3 -0.1 0.054
C -0.0785 -4.1780 -0.4773 0.0 -0.4 0.5 -0.314
H -2.5426 -3.5004 -4.4733 0.0 0.0 0.0 0.100
H 4.1383 2.3255 5.9946 0.0 0.0 0.0 0.103
C -1.8751 4.9234 -4.9539 0.1 -0.1 0.1 -0.082
F 4.4389 -0.4842 -0.0748 0.1 0.0 -0.1 0.061
H -2.7660 3.7491 3.6012 0.0 0.0 0.1 0.080
H -4.0198 -3.1498 -3.1846 0.0 0.0 0.0 0.090
C -0.3156 5.7009 0.1278 0.0 0.0 -0.1 -0.094
H -0.6571 -4.5966 -5.6019 -0.1 0.0 0.0 0.104
C -1.6361 0.8368 4.8947 0.0 0.1 0.0 -0.119
C -0.4607 3.4529 1.7934 0.1 -0.1 -0.2 -0.361
H 3.0372 -4.4899 0.8975 0.0 0.0 0.0 0.146
N 2.3241 -2.5996 0.2814 0.1 0.6 0.0 0.027
F 6.2887 0.4070 -4.2843 0.1 0.0 -0.1 0.124
C -4.4796 -1.0525 -0.5861 -0.1 0.0 0.0 -0.091
F 3.8160 0.3548 -5.3997 0.0 0.0 0.0 0.111
H -1.1501 -1.7684 1.7985 0.0 0.0 -0.1 0.082
P -0.4738 1.8353 2.6504 -0.1 0.0 0.2 1.125
C -1.3340 -2.6030 -2.9078 -0.2 1.1 -0.4 -0.291
C 1.0497 2.0033 3.6706 0.4 -0.2 -0.1 -0.323
C 0.7728 3.9239 1.3302 -0.1 0.0 0.0 -0.091
H 3.1588 -2.5449 -0.2959 -0.1 -0.1 0.0 0.082
H -2.4546 5.7254 0.2458 0.0 0.0 0.0 0.103
H -2.5984 3.7175 1.6256 0.0 0.0 0.0 0.091
C -1.5446 5.2293 0.5610 0.0 0.0 -0.1 -0.088
N -0.2389 -2.1598 1.5813 0.1 0.0 0.3 0.036
H 0.2535 3.6470 4.7962 0.0 0.0 0.1 0.111
F 1.6490 -0.0828 -3.8610 0.0 0.0 -0.1 0.045
C -2.1704 3.2005 -3.3089 0.1 -0.1 0.1 -0.597
H 4.1027 0.6186 4.1935 -0.1 0.0 0.1 0.118
H -1.7432 -4.3683 -1.7208 0.0 0.0 0.1 0.138
H 1.2924 -5.0820 2.3794 0.0 0.0 0.0 0.125
Sn 0.8658 -0.6330 -0.6740 0.4 0.2 0.3 1.400
C 2.0855 -3.9794 0.7214 -0.5 -0.4 -0.1 -0.327
C 4.2327 -0.2586 -1.3964 -0.1 -0.1 0.2 -0.252
H -0.8319 0.1169 4.7721 -0.1 0.0 0.0 0.100
C 0.9755 -2.8794 -3.1916 -0.1 0.0 0.0 -0.217
C -2.5832 0.6477 5.8853 0.0 0.0 0.0 -0.089
H 2.2132 3.8520 6.2701 0.0 0.0 0.0 0.103
C -3.6121 1.5694 6.0461 0.0 0.0 0.0 -0.099
H -2.5317 -0.2235 6.5269 0.0 0.0 0.0 0.101
Cl -3.2551 2.1619 -2.4356 0.0 0.0 0.0 0.706
C -3.7788 -2.4613 -2.3872 -0.1 -0.1 0.0 -0.041
H -0.6785 -3.8010 2.8564 0.0 -0.1 0.0 0.141
N -0.0264 -2.3001 -2.5230 0.2 0.5 -0.6 -0.054
C 2.9527 -0.3135 -1.9080 -0.3 0.0 0.1 -0.147
C -3.1418 -0.7746 -0.3733 0.3 -0.1 0.0 -0.191
H -1.8959 -4.0412 0.6866 0.0 0.0 0.0 0.125
H 1.7925 -3.4370 2.7879 0.0 0.0 0.1 0.115
C 3.2576 1.2778 4.3490 0.0 0.0 -0.1 -0.022
H -0.8241 1.6054 -1.5325 0.0 0.0 0.0 -0.009
O 1.8502 0.4681 1.2468 -0.1 -0.1 0.1 -0.243
C -0.1712 -3.5868 1.9084 0.0 -0.2 -0.1 -0.350
F 6.5809 0.0077 -1.6126 0.0 0.0 0.0 0.111
H -0.8032 -5.7499 -1.6599 0.0 -0.1 0.0 0.173
H -0.3184 -4.4080 -2.5485 0.0 -0.7 0.5 0.084
C -0.2018 2.2265 -2.1605 0.0 0.0 0.2 0.037
C 0.0438 3.9411 -3.8933 0.1 -0.1 0.1 -0.037
H 1.9735 -2.5933 -2.8644 0.0 -0.1 -0.1 0.097
C 1.0927 2.9727 4.6734 0.1 -0.1 0.0 -0.083
C 1.2872 -4.0443 2.0350 0.0 0.3 -0.1 -0.096
C -2.7129 2.8688 4.2270 0.2 0.1 0.0 -0.092
H -0.2623 6.5639 -0.5242 0.0 0.0 0.0 0.101
C 2.1598 1.1582 3.5002 -0.4 0.2 -0.1 -0.136
C 5.2193 0.1893 -3.5212 -0.1 0.0 0.1 -0.145
C -0.4997 -4.0042 -4.7097 0.1 0.1 0.1 -0.096
C 5.3608 -0.0153 -2.1607 0.0 0.0 0.1 -0.152
```
Forces are in eV/Å.

***

[2]
C48H45BrCl2N8O3Re | ωB97M-V with the def2-TZVPD basis set

- Multiplicity: 4
- Largest force on an atom: 0.7 eV Å⁻¹
- LUMO energy (alpha / beta): -6.06 / -6.76 eV
- Total charge: +2
- <S²>: 3.785
- Kohn-Sham gap (alpha / beta): 6.0 / 5.3 eV

```
108
Properties=species:S:1:pos:R:3:forces:R:3:lowdin_charge:R:1
H -0.2835 -0.9490 5.1802 0.1 0.0 -0.1 0.177
H -2.1373 2.7406 -2.9133 -0.1 0.0 -0.2 0.100
C -3.2333 -5.1488 1.6865 0.0 0.0 0.0 0.033
C 0.0151 -1.4631 3.2584 -0.1 0.1 0.0 -0.144
N -1.1218 -3.5679 0.7747 -0.1 -0.1 0.0 -0.082
H -4.0446 -5.7606 2.0524 0.0 0.0 0.0 0.141
H -4.3271 3.8345 -0.4964 0.0 0.0 0.0 0.097
C -2.7307 5.0907 -2.4875 0.0 0.0 0.0 -0.038
C -1.4629 0.1448 -3.0230 0.0 0.0 0.0 -0.497
C 1.8587 -4.2109 -1.4764 0.0 0.0 0.0 -0.241
C -1.7916 3.3304 -0.9371 0.0 0.0 0.0 -0.083
C 2.2582 -5.0039 -2.5371 -0.1 0.1 0.0 0.028
C -0.9446 -4.4386 1.7767 0.0 0.0 0.0 -0.062
Cl 1.7633 4.2300 1.4403 0.0 0.1 0.0 0.750
O -0.8694 -0.6948 -0.3397 0.0 -0.3 0.2 -0.209
C 1.8183 4.1953 -3.0479 0.1 -0.1 0.0 -0.061
C 0.0887 2.3270 0.6750 0.0 0.0 0.1 -0.372
C 3.8596 -2.4890 4.4004 0.0 0.0 0.0 0.013
C 3.3078 2.3259 -3.0802 0.0 0.0 0.0 -0.025
H 0.1109 -0.9089 -4.0801 0.0 0.0 0.0 0.105
C -1.1680 1.4376 0.6983 0.0 0.1 -0.1 -0.186
C 2.8407 3.4951 -3.6678 -0.1 0.0 0.1 -0.068
N 0.3753 -1.3427 4.5208 0.0 0.1 0.1 0.162
Re 0.4659 -2.2323 0.1961 0.5 0.4 0.2 1.586
C -1.5298 1.0376 -1.7900 0.2 0.2 0.0 -0.019
H -0.9835 -1.1437 2.9909 0.0 0.0 0.0 0.085
H -1.8502 5.0435 -3.1295 0.0 0.0 0.0 0.094
H -1.1655 1.6409 -4.5991 0.0 0.1 0.1 0.099
N 2.7034 -3.2497 1.8786 -0.2 0.1 0.0 0.136
C -1.2720 2.9166 0.3604 0.0 0.1 0.0 -0.053
H 1.3957 0.9534 -0.0349 -0.2 0.3 -0.1 0.068
H -2.0429 6.7199 -0.3379 0.0 0.0 0.0 0.101
C -1.9142 1.5575 3.1187 0.0 0.0 0.0 -0.108
H -2.6277 1.1444 3.8197 0.0 0.0 0.0 0.108
C 1.5389 -4.9595 -3.7179 0.0 0.0 0.1 -0.003
C 0.0007 -0.2942 -3.1858 0.0 0.0 -0.1 -0.015
H -3.1043 6.1131 -2.5139 0.0 0.0 0.0 0.099
C 1.6800 -1.6282 4.9451 0.0 0.0 0.0 -0.177
C -0.1178 3.3352 3.0921 0.0 -0.1 -0.1 -0.183
H 3.4734 -4.7229 -0.0188 0.0 0.0 0.0 0.154
H -3.5059 4.4502 -2.9071 0.0 0.0 0.0 0.093
N 2.0460 -3.3998 0.6695 -0.1 0.0 0.0 -0.156
H 0.6501 0.5748 -3.2987 0.0 0.1 0.0 0.100
C -1.8670 0.8537 -4.3212 0.0 0.0 0.1 -0.040
H 4.5291 -2.9309 3.6785 0.0 0.0 0.0 0.123
H -2.8712 1.2725 -4.2721 -0.1 0.0 0.0 0.095
H 0.4808 4.2708 -1.3802 -0.1 0.0 0.0 0.075
C -1.6993 -6.0975 3.3781 -0.2 0.2 -0.3 -0.160
C 2.7443 1.8127 -1.9215 0.1 0.0 -0.1 -0.152
N 0.7918 -1.9502 2.3202 0.0 0.0 -0.3 -0.009
H 1.4878 5.1444 -3.4469 0.0 0.0 0.0 0.111
H -1.0889 5.5286 0.5316 0.0 0.0 0.1 0.076
H -0.1788 -4.0838 -4.6775 0.0 0.0 0.0 0.126
H -3.4536 -0.6972 -2.8175 -0.1 0.0 0.0 0.106
C -3.4022 -4.2798 0.6245 0.0 0.0 0.0 -0.003
H -1.8616 0.1208 -5.1275 0.0 0.0 0.0 0.097
H -4.3536 -4.1886 0.1234 0.0 0.0 0.0 0.128
Cl -2.9613 -0.3714 1.6585 -0.2 0.1 0.1 0.793
C -1.8380 2.4004 -1.9402 -0.1 -0.1 0.1 0.071
H 4.3763 0.4653 -1.7164 0.0 0.0 0.0 0.130
C -1.4758 5.7968 -0.4513 0.0 0.0 0.0 -0.024
H 4.1580 1.8145 -3.5120 0.0 0.0 0.0 0.121
H -0.7961 -2.7366 -2.7144 0.1 -0.1 0.0 0.075
H 3.3044 3.8750 -4.5655 0.0 0.0 0.0 0.109
C 2.6861 -0.6708 -1.1868 0.2 0.2 0.1 -0.571
N 1.0134 1.8695 -0.2843 -0.1 -0.4 0.0 0.093
O 2.8356 -1.5386 -2.0090 0.1 -0.3 -0.4 0.095
C -2.3370 -3.5068 0.2039 -0.1 -0.1 0.1 -0.110
H -1.6626 3.2169 4.4457 0.0 0.0 0.0 0.122
C 3.4289 0.6545 -1.2154 0.1 0.0 0.0 -0.023
H -2.4521 -2.8044 -0.6050 0.0 0.0 0.0 0.084
C -2.4202 -1.0402 -2.8538 0.0 0.0 0.1 -0.034
C 0.7410 2.8723 1.9553 -0.1 0.0 0.1 -1.007
H 5.2872 -2.4262 5.9842 0.0 0.0 0.0 0.121
H -2.3268 -1.7125 -3.7074 -0.1 0.0 0.0 0.096
C -1.8819 0.9882 1.9088 0.0 -0.1 0.2 -0.528
H -1.6263 3.5150 1.1909 0.0 0.0 -0.1 0.139
C -1.2123 2.7478 3.5794 0.0 0.0 -0.1 -0.075
H 3.6392 0.9484 -0.1831 0.0 0.0 0.0 0.122
N 0.7717 -3.3889 -1.5465 0.0 -0.1 0.1 -0.034
C 1.6467 2.4869 -1.3598 0.1 0.0 0.1 -0.212
H 0.3627 -0.8600 -2.3351 0.0 0.0 -0.1 0.035
H 0.2328 4.2410 3.5667 0.1 0.0 0.1 0.107
C 4.2732 -2.2083 5.6845 -0.1 0.0 0.0 -0.030
H -2.2215 -1.5915 -1.9358 -0.1 0.1 -0.2 0.031
H 3.7200 -1.4218 7.6071 0.0 0.0 0.0 0.124
C 2.0372 -2.4906 2.6842 0.2 0.0 0.2 -0.269
C -1.9737 -5.2261 2.2697 0.1 0.0 0.0 -0.180
H -4.2628 5.5945 -0.4125 0.0 0.0 0.0 0.099
Br 1.9607 1.4745 2.6582 -0.1 -0.1 0.1 0.820
H 0.0509 -4.5205 2.1931 0.0 0.0 0.0 0.121
C 3.3864 -1.6390 6.6027 0.0 0.0 0.0 -0.026
C 2.0875 -1.3446 6.2421 0.0 0.0 -0.1 0.010
C 0.0684 -3.3806 -2.6841 0.0 -0.1 0.0 -0.096
C 2.5474 -2.1982 4.0165 0.0 0.0 0.0 -0.092
H 3.1275 -5.6347 -2.4287 0.0 0.0 0.0 0.134
C -3.7002 4.6820 -0.2191 0.0 0.0 0.0 -0.016
H 1.8351 -5.5593 -4.5645 0.0 0.0 -0.1 0.128
C 0.4249 -4.1388 -3.7840 0.0 0.0 0.1 0.001
N -1.4892 -6.7751 4.2766 0.1 -0.2 0.3 0.205
C -2.3952 4.7178 -1.0444 0.1 0.0 0.0 -0.533
C -1.1771 0.5272 -0.5063 0.1 0.0 -0.2 -0.255
C 1.2311 3.6958 -1.8947 0.0 0.1 -0.1 -0.034
H -0.6327 6.0124 -1.1043 0.1 0.0 0.0 0.084
C 2.5650 -4.1705 -0.2216 0.0 -0.1 0.0 -0.006
H -3.5074 4.6390 0.8530 0.0 0.0 0.0 0.087
H 1.4011 -0.9002 6.9499 0.0 0.0 0.0 0.126
O 1.8700 -0.7856 -0.1516 -0.6 0.0 0.3 -0.249
```
Forces are in eV/Å.

***

Question: What is the formula in the second record?
Answer: C48H45BrCl2N8O3Re

***

Question: Which of these has the lowest largest force on an atom?
Answer: C48H45BrCl2N8O3Re

***

Question: Among the records above, which one has the highest total charge?
Answer: C48H45BrCl2N8O3Re

***

Question: The lowest multiplicity belongs to which entry?
Answer: C48H44ClF5N5O2PSn